Below is a molecular structure, C33H34ClN5O3V, with properties calculated with ωB97M-V with the def2-TZVPD basis set.

Properties
<S²>	2.022
energy relative to the best compared isomer or geometry (same formula, charge and spin)	23.8	kJ/mol
molar mass	635.064	g/mol
multiplicity	3
charge	+1

```
77
Properties=species:S:1:pos:R:3:mulliken_charge:R:1
V 0.229 -0.228 -0.351 0.96
C 1.930 -1.544 1.811 -0.88
N 1.000 -0.400 1.787 0.31
C -0.020 -0.639 2.816 -1.14
C 1.753 0.834 2.099 -1.39
C 2.538 1.244 0.889 1.01
C 3.688 2.019 0.980 -0.72
C 4.337 2.422 -0.177 -0.84
C 3.837 2.043 -1.415 -1.02
C 2.690 1.262 -1.489 -0.55
C 2.011 0.847 -0.340 0.91
H 2.355 -1.668 2.813 0.47
H 2.744 -1.372 1.110 0.29
H 1.390 -2.448 1.537 0.02
H 0.450 -0.713 3.801 0.40
H -0.546 -1.566 2.595 0.17
H -0.730 0.185 2.828 0.37
H 2.386 0.675 2.980 0.56
H 1.028 1.613 2.358 0.43
H 4.079 2.305 1.949 0.48
H 5.233 3.025 -0.113 0.40
H 4.345 2.350 -2.320 0.47
H 2.326 0.972 -2.470 0.72
N -4.492 1.702 1.607 -0.37
C -3.225 2.004 1.244 0.21
C -2.342 0.989 0.814 -0.06
N -1.109 1.285 0.440 1.26
C -0.717 2.575 0.470 -0.75
C -1.596 3.544 0.903 -0.62
N -2.840 3.275 1.291 -0.64
H -4.803 0.750 1.666 0.21
H -5.070 2.431 1.985 0.26
H -2.653 -0.047 0.751 -0.09
H 0.292 2.800 0.153 0.53
H -1.288 4.582 0.944 0.41
C -0.099 1.994 -4.044 -2.07
C -0.712 0.879 -3.259 0.46
O -0.277 0.648 -2.129 0.00
C -1.802 0.072 -3.821 0.71
C -2.610 -0.673 -2.961 0.09
C -3.635 -1.450 -3.469 -0.62
C -3.853 -1.492 -4.840 -0.53
C -3.058 -0.746 -5.703 -0.76
C -2.042 0.045 -5.198 -0.73
H 0.516 2.603 -3.386 0.36
H -0.857 2.601 -4.535 0.54
H 0.540 1.568 -4.823 0.42
H -2.467 -0.634 -1.888 0.39
H -4.257 -2.013 -2.787 0.52
H -4.652 -2.102 -5.242 0.42
H -3.236 -0.780 -6.769 0.42
H -1.429 0.624 -5.875 0.46
O -2.894 -2.024 -0.201 -0.73
C -1.816 -2.524 0.108 -0.46
O -0.727 -1.843 0.303 0.05
C -1.662 -4.009 0.219 0.74
C -0.405 -4.592 0.353 0.30
C -0.282 -5.971 0.431 -1.20
C -1.416 -6.770 0.381 -0.43
C -2.672 -6.191 0.249 -0.74
C -2.795 -4.814 0.164 -0.57
H 0.473 -3.959 0.394 0.27
H 0.696 -6.422 0.535 0.44
H -1.321 -7.846 0.446 0.42
H -3.554 -6.816 0.214 0.42
H -3.764 -4.345 0.057 0.51
Cl 4.867 -3.075 -2.492 -0.21
C 3.152 -2.923 -2.439 -0.30
C 2.335 -3.790 -3.145 -0.28
C 0.966 -3.607 -3.056 -1.30
C 0.473 -2.586 -2.267 -0.24
N 1.266 -1.747 -1.588 1.02
C 2.587 -1.912 -1.681 -0.36
H 2.764 -4.583 -3.741 0.48
H 0.281 -4.257 -3.582 0.54
H -0.594 -2.439 -2.164 0.36
H 3.213 -1.208 -1.150 0.38
```